# 1
The following is a DFT calculation (ωB97M-V with the def2-TZVPD basis set) of a molecular structure, C9H13Br12ClIOS.

Values from the calculation:
- ΔE to the lowest compared entry with this formula, charge and spin (kcal/mol) = 0.0
- total charge = +1

Last column: natural (NBO) charge in e.
Geometry (Å):
C 2.031 0.270 -2.538  -0.65
C 2.200 1.773 -2.292  -0.34
I 2.238 2.884 -4.124  0.16
C 1.211 2.357 -1.257  -0.56
S -0.007 3.556 -1.856  0.71
C -1.366 2.711 -2.680  -0.66
C -1.494 1.251 -2.329  0.50
O -1.151 0.371 -3.034  -0.43
Cl -2.158 0.985 -0.739  -0.01
H 1.694 0.081 -3.550  0.24
H 1.308 -0.151 -1.848  0.22
H 2.971 -0.242 -2.394  0.25
H 3.184 1.934 -1.861  0.24
H 0.701 1.573 -0.703  0.27
H 1.758 2.962 -0.533  0.27
H -0.623 3.796 -0.686  0.17
H -2.262 3.242 -2.361  0.29
H -1.234 2.831 -3.751  0.30
C 5.653 0.641 -0.418  -0.52
Br 5.797 0.505 -2.337  0.09
Br 4.664 -0.839 0.308  0.10
Br 7.363 0.857 0.416  0.13
H 5.080 1.532 -0.207  0.21
C -5.378 -0.977 0.230  -0.51
Br -4.417 -0.638 1.864  0.08
Br -5.966 -2.803 0.146  0.11
Br -6.833 0.256 -0.001  0.11
H -4.692 -0.821 -0.588  0.21
C -4.756 -4.109 3.835  -0.51
Br -3.382 -5.450 3.933  0.09
Br -6.511 -4.874 3.976  0.10
Br -4.482 -2.720 5.138  0.09
H -4.686 -3.647 2.861  0.22
C 2.669 -1.865 3.990  -0.50
Br 3.042 -3.389 2.881  0.10
Br 4.254 -0.838 4.339  0.11
Br 1.273 -0.772 3.233  0.06
H 2.305 -2.234 4.936  0.23

=====

# 2
The following is a DFT calculation (ωB97M-V with the def2-TZVPD basis set) of a molecular structure, C30H72CdF6N4O12PS3 at a distorted geometry.

Values from the calculation:
- DFT total energy (Ha) = -4610.36987
- 2S+1 = 2
- total charge = +2

Last column: Löwdin spin population.
Geometry (Å):
Cd -0.632 3.408 2.088  0.00
P 0.753 0.484 0.205  0.00
F 2.277 0.839 0.676  0.00
F 0.265 1.809 1.007  0.00
F 0.889 1.368 -1.122  0.00
F -0.860 0.304 -0.147  0.00
F 1.067 -0.934 -0.541  0.00
F 0.529 -0.331 1.630  0.00
C -3.151 1.746 0.931  0.00
C -3.226 3.276 0.857  0.00
N -1.945 3.954 0.551  0.00
C -2.274 5.384 0.467  0.00
C -1.098 6.247 0.084  0.00
C -1.513 3.399 -0.805  0.00
C -2.189 3.796 -2.126  0.00
H -4.116 1.317 1.203  0.00
H -2.286 1.471 1.535  0.00
H -2.996 1.260 -0.032  0.00
H -3.931 3.547 0.072  0.00
H -3.675 3.727 1.742  0.00
H -3.128 5.753 -0.100  0.00
H -2.638 5.686 1.449  0.00
H -0.134 5.821 0.364  0.00
H -1.044 6.269 -1.004  0.00
H -1.209 7.213 0.576  0.00
H -1.376 2.319 -0.742  0.00
H -0.480 3.638 -1.058  0.00
H -1.761 3.249 -2.966  0.00
H -2.017 4.860 -2.293  0.00
H -3.268 3.644 -2.145  0.00
C -5.292 0.059 -2.862  0.02
C -4.269 -0.307 -3.959  0.05
N -3.498 -1.523 -3.559  0.66
C -3.096 -2.358 -4.700  0.07
C -4.211 -3.079 -5.398  0.02
C -2.396 -1.223 -2.618  0.05
C -1.402 -0.122 -3.057  0.05
H -5.999 -0.727 -2.596  0.00
H -5.879 0.825 -3.369  0.00
H -4.825 0.464 -1.964  0.00
H -4.877 -0.471 -4.849  0.00
H -3.657 0.578 -4.135  0.02
H -2.540 -1.807 -5.459  0.03
H -2.419 -3.136 -4.345  0.00
H -4.971 -3.479 -4.726  0.00
H -4.685 -2.319 -6.020  0.00
H -3.864 -3.919 -5.998  0.00
H -1.848 -2.152 -2.460  0.00
H -2.756 -0.771 -1.694  0.01
H -1.101 -0.083 -4.104  0.00
H -0.459 -0.253 -2.526  0.00
H -1.654 0.895 -2.757  0.00
C -3.079 -2.505 1.068  0.00
C -1.763 -3.233 0.645  0.00
N -1.708 -4.647 0.907  0.00
C -2.648 -5.448 0.161  0.00
C -2.461 -5.239 -1.320  0.00
C -1.791 -5.006 2.332  0.00
C -0.881 -4.418 3.394  0.00
H -3.939 -3.017 0.637  0.00
H -3.130 -1.458 0.767  0.00
H -3.187 -2.582 2.150  0.00
H -1.563 -2.919 -0.379  0.00
H -0.911 -2.714 1.085  0.00
H -2.314 -6.483 0.228  0.00
H -3.676 -5.368 0.515  0.00
H -1.418 -5.214 -1.633  0.00
H -2.974 -6.030 -1.867  0.00
H -3.001 -4.330 -1.587  0.00
H -1.654 -6.087 2.310  0.00
H -2.809 -4.787 2.654  0.00
H -1.001 -3.335 3.387  0.00
H 0.147 -4.597 3.077  0.00
H -1.177 -4.839 4.354  0.00
C 0.589 6.566 3.466  0.00
C 1.240 5.163 3.828  0.00
N 1.426 4.124 2.722  0.00
C 2.231 2.986 3.366  0.00
C 1.555 2.203 4.470  0.00
C 2.248 4.765 1.714  0.00
C 2.502 3.907 0.498  0.00
H 1.291 7.308 3.084  0.00
H 0.130 6.967 4.370  0.00
H -0.211 6.366 2.755  0.00
H 2.133 5.384 4.411  0.00
H 0.545 4.699 4.528  0.00
H 3.182 3.384 3.720  0.00
H 2.464 2.157 2.698  0.00
H 0.849 2.810 5.035  0.00
H 2.252 1.767 5.186  0.00
H 1.066 1.291 4.124  0.00
H 1.779 5.724 1.493  0.00
H 3.209 5.014 2.164  0.00
H 1.558 3.633 0.027  0.00
H 3.107 4.470 -0.212  0.00
H 3.142 3.036 0.636  0.00
C 1.357 -5.533 0.369  0.00
C 1.431 -4.066 -0.165  0.00
O 2.790 -3.799 -0.188  0.00
S 3.599 -4.794 0.903  0.00
O 3.381 -4.287 2.225  0.00
O 5.028 -5.020 0.495  0.00
O 2.659 -6.054 0.481  0.00
H 0.761 -6.134 -0.318  0.00
H 0.908 -5.628 1.358  0.00
H 0.996 -3.333 0.514  0.00
H 1.134 -3.871 -1.196  0.00
C 4.521 -0.953 2.967  0.00
C 4.876 -0.812 1.488  0.00
O 6.001 -1.620 1.249  0.00
S 6.838 -1.922 2.599  0.00
O 7.666 -0.758 2.907  0.00
O 7.432 -3.251 2.506  0.00
O 5.379 -1.925 3.484  0.00
H 3.532 -1.370 3.155  0.00
H 4.563 -0.027 3.540  0.00
H 5.022 0.251 1.294  0.00
H 4.096 -1.224 0.848  0.00
C 3.910 -0.588 -2.047  0.00
C 3.039 0.026 -3.135  0.00
O 3.669 -0.376 -4.315  0.00
S 5.303 -0.360 -4.194  0.00
O 5.769 1.066 -4.145  0.00
O 5.978 -1.246 -5.142  0.00
O 5.145 -0.961 -2.656  0.00
H 3.591 -1.583 -1.735  0.00
H 4.008 0.039 -1.162  0.00
H 3.178 1.100 -3.013  0.00
H 1.953 -0.069 -3.145  0.00

=====

# 3
The following is a DFT calculation (ωB97M-V with the def2-TZVPD basis set) of a single C3H3ClN2O molecule at a distorted geometry.

Values from the calculation:
- ΔE to the lowest compared entry with this formula, charge and spin (kcal/mol) = 65.1

Last column: natural (NBO) charge in e.
Geometry (Å):
C -0.392 -1.132 0.015  0.19
C -1.813 -1.512 -0.018  0.65
C -0.658 0.341 -0.131  -0.27
N 0.615 -1.841 0.349  -0.54
N -2.115 0.018 0.030  -0.50
O -2.570 -2.407 -0.019  -0.47
Cl -3.517 1.057 0.012  0.17
H -0.213 0.854 0.836  0.20
H -0.419 0.787 -1.082  0.21
H 1.556 -1.447 0.406  0.36